{"formula": "C18H29OPt", "method": "wB97M-V/def2-TZVPD", "charge": 1, "homo_lumo_gap_ev": [7.717, 5.503], "spin_multiplicity": 5, "species": ["C", "C", "C", "C", "H", "H", "H", "H", "H", "H", "H", "H", "H", "C", "C", "C", "H", "C", "C", "H", "H", "H", "H", "C", "C", "C", "H", "C", "C", "H", "H", "H", "H", "Pt", "C", "C", "O", "C", "C", "H", "H", "H", "H", "H", "H", "H", "H", "H", "H"], "positions_angstrom": [[2.16, -0.74, 0.01], [1.78, -1.70, 1.12], [3.23, -1.36, -0.90], [2.64, 0.56, 0.64], [4.22, -1.18, -0.46], [3.19, -0.92, -1.90], [3.06, -2.44, -0.99], [2.70, -1.97, 1.67], [1.32, -2.61, 0.73], [1.08, -1.21, 1.81], [3.46, 0.33, 1.34], [1.82, 1.02, 1.20], [2.99, 1.26, -0.12], [-1.73, -1.20, -2.43], [-0.37, -1.69, -2.63], [-0.02, -2.45, -1.41], [0.20, -1.72, -3.55], [-1.19, -2.44, -0.56], [-2.21, -1.69, -1.20], [-3.23, -1.59, -0.85], [-2.31, -0.68, -3.18], [0.81, -3.15, -1.38], [-1.29, -3.03, 0.35], [-0.71, 2.40, -1.62], [-0.89, 1.55, -2.73], [0.38, 0.94, -3.06], [-1.80, 1.46, -3.32], [1.37, 1.47, -2.10], [0.64, 2.34, -1.20], [1.10, 2.96, -0.43], [-1.46, 3.09, -1.24], [0.65, 0.40, -3.97], [2.45, 1.42, -2.25], [0.58, -0.35, -1.27], [-2.30, 2.34, 1.65], [-0.91, 1.82, 1.92], [-0.71, 0.47, 1.50], [-1.57, -0.46, 2.18], [-1.62, -0.30, 3.68], [-2.54, 2.28, 0.58], [-2.37, 3.38, 1.98], [-3.06, 1.77, 2.20], [-0.16, 2.41, 1.37], [-0.68, 1.88, 2.99], [-2.58, -0.40, 1.75], [-1.18, -1.45, 1.92], [-2.24, 0.56, 3.97], [-2.06, -1.20, 4.11], [-0.62, -0.19, 4.11]], "nbo_charge": [-0.14, -0.66, -0.66, -0.65, 0.23, 0.21, 0.21, 0.23, 0.20, 0.23, 0.23, 0.22, 0.20, -0.15, -0.34, -0.32, 0.26, -0.15, -0.24, 0.25, 0.24, 0.26, 0.24, -0.16, -0.15, -0.32, 0.24, -0.30, -0.19, 0.25, 0.24, 0.26, 0.27, 0.93, -0.65, -0.07, -0.57, -0.07, -0.65, 0.20, 0.23, 0.22, 0.18, 0.18, 0.17, 0.18, 0.21, 0.23, 0.22]}

{"formula": "C28H47N6S", "method": "wB97M-V/def2-TZVPD", "charge": 1, "homo_lumo_gap_ev": 7.075, "species": ["C", "C", "S", "C", "C", "C", "C", "C", "N", "C", "H", "H", "H", "H", "H", "H", "H", "H", "H", "H", "H", "H", "C", "C", "C", "C", "N", "H", "H", "H", "H", "H", "H", "H", "C", "C", "C", "C", "N", "H", "H", "H", "H", "H", "H", "H", "C", "C", "C", "C", "N", "H", "H", "H", "H", "H", "H", "H", "C", "C", "C", "C", "N", "H", "H", "H", "H", "H", "H", "H", "C", "C", "C", "C", "N", "H", "H", "H", "H", "H", "H", "H"], "positions_angstrom": [[4.36, 0.98, 1.26], [3.37, 0.52, 0.17], [2.29, 1.82, -0.50], [3.35, 3.18, -1.15], [3.90, 2.94, -2.57], [4.17, 1.65, -3.07], [4.70, 1.45, -4.35], [4.95, 2.56, -5.11], [4.67, 3.78, -4.65], [4.17, 3.99, -3.42], [4.97, 1.85, 0.98], [5.06, 0.15, 1.42], [3.88, 1.15, 2.23], [2.69, -0.20, 0.65], [3.93, -0.05, -0.59], [4.14, 3.50, -0.46], [2.68, 4.04, -1.26], [3.96, 0.77, -2.47], [4.93, 0.45, -4.72], [5.38, 2.42, -6.11], [4.86, 4.57, -5.26], [3.99, 5.02, -3.12], [-2.60, 1.27, 2.71], [-2.69, 0.09, 1.75], [-1.37, -0.69, 1.65], [-0.29, 0.18, 1.16], [0.55, 0.86, 0.77], [-1.87, 2.01, 2.37], [-3.57, 1.78, 2.77], [-2.32, 0.94, 3.71], [-2.98, 0.45, 0.76], [-3.47, -0.58, 2.09], [-1.48, -1.53, 0.97], [-1.09, -1.08, 2.63], [-0.63, -4.76, 1.04], [0.51, -5.20, 1.95], [0.15, -5.11, 3.44], [-0.19, -3.72, 3.80], [-0.45, -2.64, 4.08], [-0.90, -3.72, 1.20], [-0.35, -4.87, -0.01], [-1.52, -5.37, 1.20], [1.38, -4.58, 1.75], [0.78, -6.23, 1.71], [0.98, -5.44, 4.05], [-0.71, -5.75, 3.66], [-4.93, -3.42, 6.88], [-3.44, -3.24, 6.65], [-3.07, -1.81, 6.23], [-3.74, -1.47, 4.96], [-4.26, -1.20, 3.97], [-5.50, -3.25, 5.97], [-5.15, -4.44, 7.21], [-5.30, -2.74, 7.65], [-3.11, -3.95, 5.89], [-2.90, -3.48, 7.57], [-1.99, -1.73, 6.08], [-3.37, -1.10, 6.99], [-4.65, -3.34, -1.77], [-5.00, -4.68, -2.41], [-4.38, -5.87, -1.67], [-2.91, -5.77, -1.66], [-1.76, -5.68, -1.66], [-3.58, -3.16, -1.78], [-5.13, -2.53, -2.31], [-4.99, -3.31, -0.73], [-4.66, -4.68, -3.44], [-6.08, -4.80, -2.43], [-4.66, -6.81, -2.15], [-4.73, -5.91, -0.63], [2.54, 9.34, -5.10], [2.15, 8.02, -5.75], [2.69, 6.80, -4.99], [4.17, 6.84, -4.95], [5.32, 6.87, -4.92], [3.62, 9.48, -5.10], [2.11, 10.17, -5.66], [2.18, 9.40, -4.07], [2.51, 8.00, -6.78], [1.06, 7.95, -5.79], [2.37, 5.88, -5.47], [2.31, 6.79, -3.96]], "lowdin_charge": [-0.15, -0.51, 0.88, -0.41, -0.20, 0.03, 0.01, -0.03, 0.11, 0.00, 0.06, 0.08, 0.08, 0.05, 0.06, 0.09, 0.08, 0.10, 0.13, 0.15, 0.13, 0.13, -0.11, -0.27, -0.17, -0.14, 0.02, 0.07, 0.08, 0.07, 0.11, 0.05, 0.10, 0.07, -0.12, -0.25, -0.17, -0.19, 0.17, 0.05, 0.04, 0.07, 0.11, 0.11, 0.12, 0.12, -0.11, -0.26, -0.19, -0.20, 0.17, 0.07, 0.07, 0.08, 0.10, 0.11, 0.09, 0.12, -0.11, -0.26, -0.18, -0.21, 0.16, 0.07, 0.07, 0.08, 0.11, 0.11, 0.12, 0.12, -0.10, -0.25, -0.19, -0.25, 0.18, 0.07, 0.08, 0.08, 0.12, 0.11, 0.12, 0.12]}

{"formula": "C6H19N3NdO2S", "method": "wB97M-V/def2-TZVPD", "charge": 3, "homo_lumo_gap_ev": [7.840, 9.399], "spin_multiplicity": 4, "species": ["Nd", "N", "N", "C", "N", "S", "H", "H", "H", "H", "H", "C", "O", "H", "H", "H", "H", "C", "C", "O", "C", "C", "H", "H", "H", "H", "H", "H", "H", "H", "H", "H"], "positions_angstrom": [[7.37, 7.98, 6.72], [6.34, 7.89, 9.10], [6.68, 8.94, 9.94], [7.24, 10.07, 9.52], [7.35, 11.04, 10.42], [7.81, 10.40, 7.92], [5.30, 7.90, 8.89], [6.45, 7.08, 9.68], [6.29, 8.84, 10.88], [7.04, 11.04, 11.36], [7.81, 11.91, 10.12], [10.24, 6.68, 6.11], [9.28, 7.60, 5.45], [11.22, 7.17, 6.21], [10.25, 5.74, 5.53], [9.82, 6.42, 7.07], [9.65, 7.83, 4.60], [6.22, 5.18, 6.82], [5.05, 5.81, 6.08], [5.34, 7.23, 5.98], [4.74, 7.95, 4.84], [5.47, 9.28, 4.65], [5.99, 4.12, 6.93], [6.34, 5.58, 7.85], [7.15, 5.17, 6.21], [4.11, 5.56, 6.58], [4.97, 5.42, 5.04], [3.67, 8.03, 5.01], [4.87, 7.31, 3.98], [5.47, 9.92, 5.58], [4.98, 9.86, 3.87], [6.50, 9.13, 4.24]], "nbo_charge": [2.05, -0.71, -0.42, 0.35, -0.69, -0.20, 0.41, 0.42, 0.43, 0.44, 0.46, -0.26, -0.82, 0.26, 0.25, 0.18, 0.56, -0.69, -0.08, -0.66, -0.07, -0.69, 0.33, 0.20, 0.22, 0.25, 0.24, 0.25, 0.22, 0.24, 0.33, 0.21]}

{"formula": "C4H12NO", "method": "wB97M-V/def2-TZVPD", "charge": 2, "homo_lumo_gap_ev": [5.315, 5.221], "spin_multiplicity": 2, "species": ["C", "C", "C", "C", "O", "N", "H", "H", "H", "H", "H", "H", "H", "H", "H", "H", "H", "H"], "positions_angstrom": [[0.85, -2.01, -0.25], [0.38, -0.63, -0.12], [1.20, 0.49, 0.15], [2.69, 0.57, 0.00], [-1.24, 1.54, 0.03], [-3.08, -0.19, 0.15], [0.63, -2.63, 0.65], [0.43, -2.52, -1.14], [1.93, -2.06, -0.34], [-0.70, -0.38, -0.21], [0.68, 1.48, 0.16], [3.00, 1.50, -0.50], [3.11, 0.68, 0.98], [3.11, -0.24, -0.61], [-1.64, 2.40, 0.24], [-3.80, -0.32, -0.57], [-2.40, 0.67, -0.03], [-3.60, -0.14, 1.04]], "nbo_charge": [-0.77, 0.24, 0.23, -0.74, -0.80, -0.42, 0.37, 0.34, 0.28, 0.26, 0.31, 0.34, 0.36, 0.27, 0.50, 0.41, 0.41, 0.41]}

Short version: strongest force on any atom = 0.049 0.050 0.045 0.096 hartree/bohr, in the order given.